[1]
The following is a DFT calculation (the ωB97M-V functional and the def2-TZVPD basis) of a 2-piece molecular cluster, C4H8N3 overall.

## Properties
Energy above the lowest of the compared OMol25 structures with the same formula, charge and spin (kcal/mol): 110.6
Calculated total energy (eV): -8737.9850
Kohn-Sham gap (eV): 10.3

```
! wB97M-V def2-TZVPD RIJCOSX def2/J DEFGRID3
* xyz 1 1
C 1.20 0.17 -1.25
C 2.22 1.73 0.17
C -0.30 -0.29 1.13
C -2.05 -0.75 -0.41
N 0.78 -0.36 -2.17
N 1.39 0.87 -0.12
N -0.94 -1.09 0.31
H 3.01 2.08 -0.62
H 2.42 1.79 1.21
H 0.45 -0.87 1.73
H -0.75 0.59 1.52
H -1.76 -0.77 -1.50
H -2.90 -1.47 -0.17
H -2.33 0.30 -0.17
H -0.42 -1.92 0.35
*
```

[2]
The following is a DFT calculation (the ωB97M-V functional and the def2-TZVPD basis) of a 2-piece molecular cluster, C4H8N3 overall.

## Properties
Energy above the lowest of the compared OMol25 structures with the same formula, charge and spin (kcal/mol): 95.9
Calculated total energy (eV): -8738.6236
Kohn-Sham gap (eV): 11.2

```
! wB97M-V def2-TZVPD RIJCOSX def2/J DEFGRID3
* xyz 1 1
C 3.04 -0.54 -0.40
C 0.03 2.51 0.33
C -0.33 0.02 0.22
C -1.84 -1.75 -0.35
N 1.93 -0.48 -0.12
N -0.35 1.20 0.33
N -0.61 -1.23 0.21
H 4.11 -0.81 -0.49
H 0.45 2.88 1.34
H 0.96 2.73 -0.28
H -0.74 3.19 0.02
H -2.53 -1.04 -0.90
H -1.58 -2.53 -1.09
H -2.29 -2.16 0.47
H -0.25 -2.00 0.71
*
```

[3]
The following is a DFT calculation (the ωB97M-V functional and the def2-TZVPD basis) of a 2-piece molecular cluster, C4H8N3 overall.

## Properties
Energy above the lowest of the compared OMol25 structures with the same formula, charge and spin (kcal/mol): 141.3
Calculated total energy (eV): -8736.6524
Kohn-Sham gap (eV): 8.0

```
! wB97M-V def2-TZVPD RIJCOSX def2/J DEFGRID3
* xyz 1 1
C 1.88 0.25 0.23
C 1.34 -0.72 -0.43
C -0.97 1.44 -0.97
C -1.55 -0.14 0.71
N 2.28 1.38 0.35
N -0.66 0.41 -0.27
N 1.07 -1.98 -0.38
H 2.58 1.80 1.30
H -0.26 1.80 -1.74
H -2.13 1.69 -0.99
H -1.19 -0.12 1.67
H -2.58 0.28 0.69
H -1.64 -1.18 0.46
H 0.39 -2.28 -1.04
H 1.44 -2.62 0.42
*
```

[4]
The following is a DFT calculation (the ωB97M-V functional and the def2-TZVPD basis) of C4H8N3O2 as an isolated structure.

## Properties
Energy above the lowest of the compared OMol25 structures with the same formula, charge and spin (kcal/mol): 173.7
Calculated total energy (eV): -12829.7398
Kohn-Sham gap (eV): 10.9

```
! wB97M-V def2-TZVPD RIJCOSX def2/J DEFGRID3
* xyz 1 1
C -0.61 1.91 0.20
C 0.37 0.05 1.24
C 0.72 0.53 -1.14
C -1.77 -0.32 -0.52
N -0.93 3.00 0.34
N -2.48 0.31 -1.64
N -0.18 0.62 0.02
O -3.45 -0.34 -1.89
O -2.05 1.31 -2.15
H 1.31 0.55 1.47
H -0.30 0.19 2.08
H 0.57 -1.01 1.10
H 0.23 0.93 -2.03
H 1.62 1.12 -0.96
H 1.01 -0.50 -1.31
H -2.36 -0.30 0.39
H -1.39 -1.30 -0.76
*
```

[5]
The following is a DFT calculation (the ωB97M-V functional and the def2-TZVPD basis) of a 2-piece molecular cluster, C4H8N3O2 overall.

## Properties
Energy above the lowest of the compared OMol25 structures with the same formula, charge and spin (kcal/mol): 17.4
Calculated total energy (eV): -12831.2920
Kohn-Sham gap (spin up / spin down) (eV): 5.4 / 9.2

```
! wB97M-V def2-TZVPD RIJCOSX def2/J DEFGRID3
* xyz 1 3
C -4.62 0.64 0.45
C 1.63 -0.12 -0.31
C 2.65 -0.93 -0.62
C -0.71 -0.27 0.69
N -3.58 0.42 0.85
N 0.53 -0.69 0.42
N 1.69 1.25 -0.49
O -0.85 0.87 0.02
O -1.52 -0.96 1.40
H -5.44 1.07 0.04
H 3.32 -0.58 -1.41
H 2.70 -1.99 -0.61
H 0.83 -1.42 1.04
H 1.32 1.99 0.09
H 2.62 1.34 -0.97
H -1.75 1.27 0.10
H -2.45 -0.48 1.26
*
```

[6]
The following is a DFT calculation (the ωB97M-V functional and the def2-TZVPD basis) of an isolated ion of composition C4H8N3OS and charge -1.

## Properties
Energy above the lowest of the compared OMol25 structures with the same formula, charge and spin (kcal/mol): 4.4
Calculated total energy (eV): -21627.9391
Kohn-Sham gap (spin up / spin down) (eV): 6.7 / 6.7

```
! wB97M-V def2-TZVPD RIJCOSX def2/J DEFGRID3
* xyz -1 1
C -0.03 0.22 -0.08
C 1.45 0.14 -0.16
C -0.71 1.52 0.16
C -2.13 -0.93 0.18
N -0.34 -2.08 -0.74
N -0.73 -0.92 -0.23
N 2.06 1.27 -0.43
O 3.39 1.25 -0.11
S 2.27 -1.27 0.49
H -0.87 1.79 1.27
H -1.56 1.56 -0.40
H -0.04 2.24 -0.14
H -2.25 -2.01 0.38
H -2.06 -0.54 1.16
H -2.86 -0.58 -0.41
H 0.70 -1.92 -0.84
H 3.70 0.26 -0.10
*
```